(1)
91
Properties=species:S:1:pos:R:3:mulliken_charge:R:1 method="wB97M-V/def2-TZVPD" homo_lumo_gap_ev=7.51 de_lowest_kcal_mol=0.00 total_energy_ev=-196841.462
Pb 0.76956 0.73219 0.05401 1.11
C -4.24755 -0.53170 1.23342 -1.10
C -4.12200 -0.42967 -0.28347 -0.90
As -2.52279 0.57641 -0.79440 0.46
C -3.09501 2.41873 -0.40197 -0.14
C -4.43281 2.93459 -0.91797 -1.39
C -2.60373 0.43356 -2.74987 -0.35
C -3.95971 0.47095 -3.44714 -1.23
H -5.11014 -1.13363 1.52556 0.39
H -4.36948 0.45441 1.68760 0.27
H -3.35688 -0.98710 1.67154 0.12
H -5.00877 0.03433 -0.71650 0.46
H -4.01995 -1.41925 -0.73411 0.47
H -2.27827 3.05267 -0.76031 0.27
H -3.05900 2.49139 0.68901 0.20
H -4.42001 3.07162 -1.99801 0.25
H -4.66221 3.90394 -0.46956 0.41
H -5.25700 2.26088 -0.67687 0.28
H -2.09913 -0.51180 -2.96556 0.17
H -1.93890 1.20662 -3.13832 0.34
H -4.67309 -0.22515 -3.00348 0.23
H -3.84048 0.19154 -4.49610 0.44
H -4.40744 1.46289 -3.42485 0.19
C 1.23853 -0.10237 4.15185 -1.30
P 1.28051 -1.02502 2.57577 0.98
C 0.27872 -2.50361 2.97724 -1.16
C 2.97362 -1.71303 2.64642 -1.17
H 1.54651 -0.73471 4.98786 0.46
H 0.23382 0.27723 4.34200 0.32
H 1.91797 0.74660 4.06321 0.30
H 0.62493 -2.98131 3.89720 0.40
H 0.33301 -3.22100 2.15613 0.22
H -0.76715 -2.21694 3.09559 0.30
H 3.13207 -2.28494 3.56386 0.48
H 3.68068 -0.88454 2.60638 0.23
H 3.15283 -2.35742 1.78381 0.15
C 0.41272 -8.40838 0.14352 -1.49
C 0.64333 -6.95935 -0.18826 1.00
C 1.92414 -6.42146 -0.20107 -0.74
C 2.13270 -5.08391 -0.51757 -0.57
C 1.04746 -4.28800 -0.83795 -0.08
C -0.24523 -4.79788 -0.81925 -0.53
C -0.43655 -6.12779 -0.49554 -0.75
S 1.30650 -2.57635 -1.21302 1.04
C 1.14754 -2.63742 -2.98829 -0.79
O 0.06590 -1.85477 -0.74135 -0.53
H 1.31359 -8.87205 0.54242 0.36
H 0.11558 -8.96428 -0.74771 0.31
H -0.38458 -8.52041 0.87878 0.36
H 2.76959 -7.04993 0.05116 0.31
H 3.13309 -4.66659 -0.51119 0.42
H -1.08257 -4.14455 -1.03087 0.37
H -1.44166 -6.53292 -0.47480 0.39
H 0.20730 -3.12832 -3.23675 0.45
H 1.99683 -3.18214 -3.40176 0.41
H 1.14460 -1.60843 -3.35444 -0.23
C 4.15108 -0.40664 -2.69310 -0.89
Te 3.64478 0.81646 -1.01918 0.52
C 5.11814 -0.07526 0.20623 -0.98
H 5.15938 -0.16345 -3.02263 0.39
H 3.44615 -0.20052 -3.49919 0.19
H 4.09773 -1.45754 -2.41107 0.19
H 4.93604 -1.14345 0.29730 0.25
H 5.06103 0.41131 1.17647 0.20
H 6.08883 0.10419 -0.25012 0.43
C 2.23989 3.07322 1.39761 -0.71
O 2.57887 1.74987 1.36185 -0.65
H 3.06754 3.72624 1.07372 0.12
H 1.92280 3.42205 2.39042 0.38
H 1.42164 3.45868 -0.46381 0.18
Se 0.84848 0.48229 -5.13544 -0.25
C 0.82349 1.18632 -3.48655 -0.24
N 0.82948 1.60040 -2.39352 -0.40
C 0.94916 5.64724 -1.20219 -1.64
C 0.03523 5.47188 -0.01686 1.09
C -0.92311 6.43207 0.28341 -0.88
C -1.77315 6.27849 1.36714 -1.02
C -1.67924 5.14046 2.15147 -0.80
C -0.74498 4.14935 1.87293 0.72
C -0.72072 2.89311 2.70390 -1.05
C 0.12838 4.33370 0.79343 0.01
N 1.07605 3.31952 0.48085 0.95
H 0.76740 6.60700 -1.68288 0.40
H 0.79468 4.86893 -1.95508 0.32
H 2.00047 5.61453 -0.90700 0.31
H -0.99655 7.31414 -0.34172 0.38
H -2.51133 7.03680 1.59319 0.40
H -2.35720 5.00115 2.98580 0.40
H -1.59918 2.85010 3.34775 0.47
H 0.16546 2.82574 3.33658 0.40
H -0.72828 1.99923 2.07426 -0.09

=====

(2)
95
Properties=species:S:1:pos:R:3:mulliken_charge:R:1 method="wB97M-V/def2-TZVPD" homo_lumo_gap_ev=8.29 total_energy_ev=-153066.649 charge=+1
C 3.44196 -2.56042 3.38087 -0.10
C 2.83011 -1.66082 2.92354 -2.17
C 2.19115 -0.53996 2.23176 1.20
C 0.84410 -0.76709 1.48335 0.65
S 0.22646 -2.33587 2.22206 -0.11
C 1.19326 -0.89099 -0.04981 1.59
C 2.17921 -2.07393 -0.19470 -1.70
C 2.34353 -2.82291 -1.53786 -1.52
C 2.04839 -4.32861 -1.43811 -0.46
Cl 3.18740 -5.23874 -2.48949 -0.20
C 0.00142 -1.12358 -1.01534 -2.26
N -0.70459 -2.40332 -0.89019 0.08
C -2.12878 -2.27682 -1.26983 -1.35
N 1.86292 0.35035 -0.46099 1.41
C 2.81072 0.31025 -1.55252 -1.51
C 4.31032 0.18796 -1.18546 -0.74
C 5.11749 -0.73661 -2.10280 -0.99
O 6.43053 -0.25173 -2.32180 -0.62
C 1.34187 1.65076 -0.09697 0.27
C 2.46681 2.65229 0.17168 -1.75
C 3.35051 2.56304 1.43040 -0.16
C 4.85720 2.70095 1.11940 -1.68
P 0.59931 2.40246 -1.74109 0.65
O 1.40486 3.46939 -2.36256 -0.74
C 0.05720 1.59935 0.79180 1.75
C -0.52658 2.93720 1.27245 -1.23
C 0.32480 4.12710 1.74494 -2.06
N -0.14001 0.41034 1.78813 1.73
C -1.55712 -0.14696 1.59176 -0.83
C -2.76491 0.78216 1.46399 -1.25
C -3.15347 1.28777 0.06663 0.10
F -4.48203 0.98322 -0.17744 -0.31
C -0.17892 0.73138 3.26338 -1.12
C 0.61802 1.83530 3.92858 -0.04
O 1.77787 1.98884 4.00725 -0.36
Br -0.53463 3.02403 4.99839 -0.12
H 3.88114 -3.44524 3.78246 0.53
H 2.93569 -0.16079 1.53749 -0.91
H 2.12428 0.22232 3.00279 0.57
H -0.79496 -2.62689 1.40770 0.25
H 1.92305 -2.85039 0.51641 0.87
H 3.16868 -1.77585 0.13817 0.56
H 1.80250 -2.44278 -2.40030 0.46
H 3.38719 -2.77474 -1.82877 0.29
H 1.06958 -4.60080 -1.81107 0.27
H 2.21393 -4.71234 -0.43905 0.36
H 0.39532 -0.96956 -2.02034 1.07
H -0.77451 -0.36268 -0.93394 -0.60
H -0.34159 -3.04121 -1.58559 0.40
H -2.23921 -1.98519 -2.31750 0.43
H -2.64337 -1.51982 -0.68084 0.53
H -2.63815 -3.22520 -1.14856 0.40
H 2.54865 -0.42183 -2.31537 0.66
H 2.77945 1.23687 -2.12978 1.24
H 4.42297 -0.11415 -0.14458 0.19
H 4.78276 1.16693 -1.25009 0.67
H 4.63269 -0.89386 -3.06174 0.40
H 5.19644 -1.71860 -1.62578 0.35
H 6.89161 -0.26102 -1.47833 0.34
H 3.15564 2.61849 -0.66940 1.17
H 2.12090 3.67543 0.08248 1.04
H 3.12513 3.38671 2.10091 0.54
H 3.23107 1.66151 2.00922 -0.15
H 5.02471 3.34671 0.26062 0.37
H 5.30348 1.72755 0.94022 0.33
H 5.35232 3.15878 1.97118 0.44
H -0.75752 2.73958 -1.50242 0.05
H 0.50689 1.27877 -2.58549 -0.03
H -0.67484 1.27563 0.05423 -1.57
H -1.22342 2.75199 2.08482 0.11
H -1.17030 3.32439 0.48899 0.50
H 0.58473 4.76607 0.90582 0.53
H 1.22476 3.87494 2.28577 0.35
H -0.27843 4.74606 2.40387 0.45
H -1.77532 -0.76208 2.45488 0.66
H -1.57754 -0.81142 0.74251 -0.10
H -3.61286 0.13862 1.71387 0.75
H -2.83894 1.56793 2.20943 0.21
H -3.04407 2.36982 0.00561 0.25
H -2.53510 0.83136 -0.70701 0.07
H 0.08643 -0.17834 3.80844 0.40
H -1.20054 0.91189 3.57262 1.28
C -8.75503 -0.80789 -2.82653 -1.27
C -7.79076 -1.65092 -2.00831 0.57
C -6.84428 -0.88577 -1.11008 -0.71
O -5.71431 -1.77140 -1.03273 -0.25
C -5.70265 -2.51542 -2.16855 0.59
O -4.79588 -3.20672 -2.50410 -0.53
O -6.84727 -2.34989 -2.85514 -0.36
H -8.64693 -1.02503 -3.88680 0.32
H -9.78523 -1.01651 -2.54489 0.31
H -8.58839 0.25899 -2.67549 0.35
H -8.33053 -2.41080 -1.44027 0.33
H -7.24362 -0.69734 -0.11690 0.32
H -6.51543 0.05529 -1.55547 0.33

=====

(3)
97
Properties=species:S:1:pos:R:3:mulliken_charge:R:1 method="wB97M-V/def2-TZVPD" homo_lumo_gap_ev=8.07 de_lowest_kcal_mol=76.84 total_energy_ev=-80898.963 charge=+1
C 4.17869 1.83386 0.92043 -0.90
C 3.72969 3.13886 0.32643 0.91
O 4.44169 4.11286 0.25243 -0.52
N 2.29069 3.23786 0.02443 0.72
H 1.96869 2.33086 -0.35357 -0.15
H 1.72869 3.09886 0.93143 0.01
C 1.67669 4.47586 -0.72157 -0.68
H 3.40569 1.50986 1.69743 -0.07
H 5.13769 1.78886 1.13443 0.53
H 4.03969 0.83186 0.33943 0.24
H 0.96469 4.04286 -1.63457 0.16
H 2.60969 4.91086 -1.27957 0.36
H 1.31469 5.37686 -0.11057 0.33
C -1.03131 2.27186 4.84043 -0.54
C 0.17769 2.93986 5.24443 0.82
O 0.26069 3.77986 6.11843 -0.45
N 1.52269 2.61086 4.36843 0.15
H 1.92769 1.59286 4.68943 0.47
H 1.27469 2.64186 3.38043 -0.06
C 2.66569 3.51786 4.56643 -0.84
H -1.46931 1.73886 5.70143 0.34
H -0.80531 1.81386 4.15543 -0.54
H -1.73231 2.83786 4.68643 0.59
H 3.06269 3.18986 5.66843 0.37
H 2.28469 4.53786 4.75543 0.34
H 3.53369 3.49386 3.86543 0.31
C -1.85531 1.60586 -0.55357 -1.16
C -1.43231 0.64486 0.55643 0.47
O -2.21031 0.19086 1.36243 -0.49
N 0.02569 0.55686 0.76343 1.17
H 0.70469 0.86986 -0.16157 0.23
H 0.39969 1.24586 1.39443 -0.58
C 0.55269 -0.65214 1.51143 -1.25
H -2.06231 2.71486 -0.38357 0.36
H -2.78331 1.26686 -0.92357 0.64
H -1.20431 1.59886 -1.44457 0.16
H 1.66569 -0.60814 1.56643 0.17
H 0.43369 -1.63214 1.03143 0.17
H 0.22569 -0.85114 2.39843 0.91
O 0.57469 2.71486 2.01843 -1.11
H -0.13431 3.36686 2.05643 0.06
O 1.46969 1.13086 -1.34457 -0.77
H 1.88069 1.10386 -2.14457 0.06
F 2.39169 -2.85314 0.35143 -0.28
C 2.45969 -4.16614 0.72843 0.69
C 2.12469 -5.13814 -0.32757 -0.29
C 2.06269 -6.49214 0.12443 -0.33
C 2.33069 -6.92114 1.43843 -0.75
C 2.68369 -5.90214 2.43043 0.01
C 2.79869 -4.52814 2.08143 -0.69
H 1.71869 -4.83114 -1.39257 0.30
H 1.62569 -7.25214 -0.46457 0.40
H 2.13469 -7.97714 1.71443 0.36
H 2.99869 -5.98114 3.59543 0.20
H 2.99569 -3.81214 2.88343 0.44
F -3.05731 -1.61814 3.84343 -0.40
C -2.31431 -2.51314 3.18343 0.64
C -1.06231 -2.86314 3.80443 -0.84
C -0.17131 -3.73414 3.16643 -0.26
C -0.61631 -4.53214 2.17243 -0.39
C -1.91631 -4.26814 1.66743 -0.24
C -2.75831 -3.25514 2.07343 -0.80
H -0.78731 -2.47414 4.73943 0.53
H 0.72769 -4.09014 3.60243 0.57
H -0.00531 -5.47314 1.92543 0.26
H -2.31531 -4.96414 0.91243 0.35
H -3.74231 -3.17814 1.68643 0.60
C -2.92631 2.58786 -5.31557 -1.11
C -2.01631 2.76786 -4.18057 0.63
C -1.53531 4.07586 -4.11457 -0.93
S -2.53131 5.08186 -5.15657 1.10
O -1.85731 5.50086 -6.45057 -0.66
O -3.33731 6.08286 -4.41257 -0.69
C -3.76931 3.84386 -5.46357 -0.95
H -3.65931 1.62486 -5.46257 0.16
H -2.29531 2.39486 -6.01057 0.62
H -1.17131 2.14686 -4.38357 0.22
H -2.68531 2.70386 -3.25457 -0.22
H -0.51531 4.06386 -4.29357 0.42
H -1.69231 4.51086 -3.20857 0.40
H -4.17731 4.08186 -6.38957 0.53
H -4.53131 3.97686 -4.83657 0.45
C -1.48631 -3.82514 -2.95057 -0.85
C -0.90931 -2.98714 -1.78557 0.57
C -0.27531 -1.89914 -2.26557 0.06
S -1.19531 -1.40014 -3.66557 1.41
O -0.28731 -0.96214 -4.69457 -0.77
O -2.21431 -0.52014 -3.14657 -0.65
C -1.89131 -2.94814 -4.13557 -0.69
H -2.35631 -4.44014 -2.41957 0.32
H -0.77831 -4.60314 -3.34157 0.28
H -0.20231 -3.61814 -1.42757 -0.59
H -1.75431 -2.55614 -1.18757 0.16
H 0.71169 -2.43314 -2.46357 0.28
H -0.11331 -1.26114 -1.52257 -0.35
H -1.38631 -3.42714 -5.02757 0.29
H -2.87731 -2.67014 -4.24357 0.50